{"formula": "C61H119N5O13", "method": "ωB97M-V/def2-TZVPD", "largest_force_ha_per_bohr": 0.120, "gap_ev": 8.1532, "lumo_energy_ha": 0.007, "smiles": "CC1(C)CCCC(C)(C)N1O.CC1(C)CCCC(C)(C)N1O.CC1(C)CCCC(C)(C)N1O.CC1(C)CCCC(C)(C)N1O.CC1(C)CCCC(C)(C)N1O.O=C1CCCO1.O=C1CCCO1.O=C1CCCO1.O=C1CCCO1", "e_above_lowest_ev": 11.186, "homo_energy_ev": -7.96, "total_energy_ha": -3647.015164, "species": ["C", "C", "C", "C", "C", "C", "N", "O", "C", "C", "C", "H", "H", "H", "H", "H", "H", "H", "H", "H", "H", "H", "H", "H", "H", "H", "H", "H", "H", "H", "C", "C", "C", "C", "C", "C", "N", "O", "C", "C", "C", "H", "H", "H", "H", "H", "H", "H", "H", "H", "H", "H", "H", "H", "H", "H", "H", "H", "H", "H", "C", "C", "C", "C", "C", "C", "N", "O", "C", "C", "C", "H", "H", "H", "H", "H", "H", "H", "H", "H", "H", "H", "H", "H", "H", "H", "H", "H", "H", "H", "C", "C", "C", "C", "C", "C", "N", "O", "C", "C", "C", "H", "H", "H", "H", "H", "H", "H", "H", "H", "H", "H", "H", "H", "H", "H", "H", "H", "H", "H", "C", "C", "C", "C", "C", "C", "N", "O", "C", "C", "C", "H", "H", "H", "H", "H", "H", "H", "H", "H", "H", "H", "H", "H", "H", "H", "H", "H", "H", "H", "O", "C", "O", "C", "C", "C", "H", "H", "H", "H", "H", "H", "O", "C", "O", "C", "C", "C", "H", "H", "H", "H", "H", "H", "O", "C", "O", "C", "C", "C", "H", "H", "H", "H", "H", "H", "O", "C", "O", "C", "C", "C", "H", "H", "H", "H", "H", "H"], "coordinates": [[-1.320, 0.033, -0.394], [0.074, 0.857, -0.477], [1.005, 0.160, 0.604], [2.530, 0.336, 0.313], [2.891, -0.011, -1.097], [2.087, 0.820, -2.199], [0.593, 0.723, -1.944], [-0.139, 1.360, -2.935], [2.678, 2.280, -2.200], [2.359, 0.278, -3.654], [-0.233, 2.295, 0.009], [-1.754, -0.019, 0.605], [-1.119, -0.998, -0.687], [-2.098, 0.320, -1.101], [0.807, 0.578, 1.591], [0.832, -0.913, 0.693], [3.127, -0.218, 1.037], [2.911, 1.338, 0.511], [2.658, -1.053, -1.317], [3.954, 0.095, -1.311], [2.244, 2.997, -2.897], [2.461, 2.697, -1.217], [3.765, 2.268, -2.273], [3.419, 0.053, -3.775], [1.890, -0.704, -3.713], [1.878, 0.999, -4.315], [-0.832, 2.718, -0.797], [0.705, 2.748, 0.331], [-0.820, 2.362, 0.926], [-0.777, 0.684, -3.175], [0.406, 2.823, 8.132], [1.446, 2.423, 7.054], [1.448, 0.887, 6.840], [2.100, 0.422, 5.539], [1.458, 1.078, 4.300], [1.418, 2.671, 4.468], [0.955, 3.076, 5.828], [0.867, 4.524, 5.871], [2.783, 3.285, 3.896], [0.341, 3.262, 3.428], [2.773, 2.975, 7.359], [0.762, 2.451, 9.092], [-0.546, 2.370, 7.853], [0.185, 3.881, 8.275], [1.644, 0.400, 7.795], [0.420, 0.563, 6.672], [2.049, -0.663, 5.452], [3.139, 0.751, 5.509], [0.466, 0.626, 4.301], [2.026, 0.768, 3.422], [2.984, 3.362, 2.828], [2.994, 4.292, 4.256], [3.646, 2.777, 4.326], [0.603, 2.977, 2.410], [-0.632, 2.830, 3.664], [0.241, 4.317, 3.683], [2.722, 4.055, 7.495], [3.493, 2.745, 6.574], [3.114, 2.577, 8.315], [1.732, 4.941, 5.873], [-6.979, 0.250, -3.079], [-5.523, 0.024, -2.424], [-5.688, 0.159, -0.832], [-6.684, -0.885, -0.177], [-6.106, -2.334, -0.471], [-5.713, -2.654, -1.997], [-5.001, -1.392, -2.590], [-4.620, -1.528, -3.922], [-4.668, -3.809, -2.196], [-7.058, -3.002, -2.733], [-4.584, 1.130, -3.029], [-7.785, -0.384, -2.709], [-7.062, 0.078, -4.153], [-7.245, 1.265, -2.785], [-4.721, -0.089, -0.394], [-6.063, 1.154, -0.590], [-7.635, -0.682, -0.669], [-6.800, -0.714, 0.893], [-6.872, -3.103, -0.368], [-5.222, -2.300, 0.166], [-4.800, -4.486, -1.352], [-4.723, -4.237, -3.197], [-3.593, -3.637, -2.256], [-7.245, -4.016, -2.377], [-8.079, -2.650, -2.582], [-6.903, -3.190, -3.795], [-3.587, 1.217, -2.598], [-4.886, 2.110, -2.660], [-4.344, 1.020, -4.087], [-3.672, -1.415, -3.828], [-2.403, -0.306, 7.164], [-3.356, -0.200, 5.962], [-2.490, 0.972, 5.053], [-2.473, 0.610, 3.605], [-3.915, -0.013, 3.166], [-4.126, -1.391, 3.862], [-3.589, -1.486, 5.254], [-4.099, -2.461, 6.020], [-5.656, -1.699, 3.652], [-3.351, -2.370, 2.942], [-4.785, 0.363, 6.438], [-1.567, -0.965, 6.928], [-3.060, -0.568, 7.994], [-1.927, 0.636, 7.437], [-3.179, 1.808, 5.173], [-1.548, 1.419, 5.370], [-1.686, -0.127, 3.444], [-2.132, 1.512, 3.095], [-4.202, -0.092, 2.118], [-4.741, 0.627, 3.476], [-5.795, -2.714, 4.024], [-6.183, -0.900, 4.173], [-6.169, -1.681, 2.691], [-2.275, -2.257, 3.078], [-3.556, -3.425, 3.123], [-3.565, -2.117, 1.904], [-4.643, 0.960, 7.338], [-5.371, -0.432, 6.900], [-5.396, 0.811, 5.655], [-3.264, -2.622, 6.465], [0.810, -3.847, -2.076], [0.966, -5.019, -1.146], [0.988, -6.299, -2.092], [1.328, -7.553, -1.283], [2.789, -7.222, -0.863], [3.103, -5.889, -0.025], [2.358, -4.795, -0.550], [2.555, -3.529, -0.007], [2.747, -6.109, 1.430], [4.545, -5.616, -0.122], [-0.111, -5.043, -0.001], [-0.017, -3.726, -2.777], [1.589, -3.750, -2.832], [0.991, -2.934, -1.508], [0.006, -6.620, -2.440], [1.446, -6.203, -3.076], [1.295, -8.363, -2.012], [0.798, -7.781, -0.357], [3.346, -7.286, -1.798], [3.109, -8.089, -0.286], [1.686, -6.281, 1.612], [3.438, -6.920, 1.658], [2.900, -5.316, 2.162], [4.819, -4.824, 0.575], [5.236, -6.409, 0.162], [4.722, -5.255, -1.135], [-1.047, -4.974, -0.556], [-0.203, -4.197, 0.680], [-0.094, -6.001, 0.517], [1.910, -3.333, 0.677], [2.866, 2.003, -10.357], [2.986, 1.889, -9.128], [2.276, 2.697, -8.199], [2.464, 2.111, -6.909], [3.748, 1.231, -6.959], [3.752, 0.821, -8.413], [1.629, 1.491, -6.583], [2.376, 2.971, -6.244], [3.819, 0.281, -6.429], [4.549, 1.935, -6.733], [3.279, -0.127, -8.668], [4.790, 0.780, -8.744], [-0.633, 7.458, -2.220], [-0.837, 6.351, -2.725], [0.030, 5.767, -3.482], [-0.301, 4.426, -3.646], [-1.798, 4.348, -3.562], [-2.199, 5.557, -2.731], [0.084, 3.659, -2.974], [0.017, 4.012, -4.603], [-2.108, 3.380, -3.169], [-2.510, 4.409, -4.384], [-2.361, 5.393, -1.665], [-2.956, 6.148, -3.246], [3.723, 4.865, -0.848], [3.669, 5.534, -1.821], [3.821, 5.030, -3.073], [3.674, 6.058, -4.028], [4.184, 7.339, -3.371], [3.683, 7.056, -2.013], [2.656, 6.103, -4.416], [4.394, 5.726, -4.777], [3.684, 8.175, -3.860], [5.271, 7.345, -3.457], [2.675, 7.433, -1.839], [4.475, 7.434, -1.366], [5.659, -0.905, -4.821], [5.771, -1.657, -3.804], [5.122, -1.499, -2.625], [5.573, -2.351, -1.597], [6.787, -3.072, -2.090], [6.729, -2.844, -3.635], [4.888, -3.198, -1.624], [5.518, -1.948, -0.585], [6.915, -4.075, -1.681], [7.597, -2.581, -1.551], [6.447, -3.684, -4.270], [7.672, -2.410, -3.969]], "forces_ev_per_a": [[1.4, -0.1, -0.8], [-1.8, -1.0, 0.5], [1.3, 0.6, -1.3], [-0.3, 0.6, 0.5], [-1.2, -0.1, -1.8], [0.7, 0.8, -0.6], [2.2, -1.6, 3.0], [-0.6, 0.8, 0.3], [-1.0, -0.6, 1.4], [-0.6, -0.6, 2.1], [0.4, -0.9, -0.4], [0.2, 0.4, 0.1], [0.3, -0.2, 0.1], [0.0, 0.6, 0.0], [-0.4, 0.1, -0.1], [-0.3, -0.1, -0.3], [-0.1, -0.6, 0.0], [-0.5, 0.5, 0.0], [0.0, -0.3, 0.2], [-0.1, 0.3, 0.1], [0.0, -0.4, -0.3], [0.1, 0.2, 0.1], [-0.1, -0.1, -0.3], [0.0, 0.7, -0.3], [-0.4, -0.1, -0.3], [0.5, -0.3, -0.4], [0.5, 0.9, 0.1], [0.0, 0.7, -0.9], [-0.4, -0.7, -0.1], [-0.1, 0.0, -0.3], [0.2, -0.7, 0.1], [-1.5, 1.0, -0.5], [-1.5, 0.5, -0.7], [1.2, 0.8, 0.1], [-0.2, 0.8, 2.0], [-0.5, 0.1, -2.8], [-0.3, 0.1, -2.3], [-0.7, -1.3, 0.6], [0.6, -0.2, 2.0], [0.4, -1.0, 1.9], [1.4, 0.1, 1.0], [-0.2, -0.2, 0.2], [0.0, -0.2, 0.2], [0.5, 0.1, -0.5], [0.9, -0.1, -0.2], [-0.6, 0.4, 0.2], [0.2, 0.0, 0.0], [0.4, -0.4, 0.2], [-0.4, 0.5, -0.6], [-0.2, 0.3, -0.1], [-0.8, -0.5, -0.1], [-0.6, 0.4, 0.1], [0.1, -0.5, -0.1], [0.1, 0.5, 0.2], [0.0, -0.1, 0.0], [0.2, 0.1, -0.8], [0.0, 0.0, -0.1], [0.1, 0.0, 0.1], [0.4, -0.1, 0.0], [0.7, -0.3, 0.0], [0.8, -0.1, 0.7], [-1.9, -1.3, 0.9], [-0.5, -0.9, -0.6], [0.9, -0.1, -2.5], [0.0, 1.3, -1.6], [0.2, 3.5, -0.9], [-0.4, 1.2, 2.0], [0.1, -0.8, -0.8], [-0.6, 0.2, 0.1], [0.8, -2.3, -0.1], [0.6, -0.7, 1.3], [0.4, -0.2, 0.5], [0.6, 0.4, -0.1], [-0.2, 0.2, -0.5], [0.3, 0.7, 0.0], [0.4, 0.2, 0.1], [-0.3, -0.4, 0.3], [0.1, 0.0, -0.1], [0.3, -0.1, 1.3], [0.0, -1.1, 0.1], [-0.2, -0.6, -0.5], [-1.1, -0.6, 0.2], [0.0, 1.3, 0.8], [0.1, -0.6, 0.0], [0.6, 1.4, 0.4], [0.1, 0.5, -0.1], [0.4, -1.1, 0.5], [-0.9, 0.1, -0.8], [-0.9, 0.3, -0.1], [0.2, -0.2, -0.5], [-1.1, -0.4, 0.1], [0.1, 2.4, -0.5], [-3.4, -1.1, 0.4], [-1.2, -0.7, -1.1], [1.2, 1.0, 1.9], [-0.3, -0.5, -2.4], [2.1, 4.3, -3.9], [-0.6, -1.4, 1.7], [0.5, 0.0, 1.4], [0.3, -0.1, 0.4], [1.5, -0.7, 0.6], [-0.2, -0.5, 0.3], [0.7, -0.7, 0.6], [-0.4, 0.2, -0.2], [-0.1, 0.3, -0.1], [0.3, -1.0, 0.6], [-0.1, -0.3, -0.3], [-0.4, -0.1, -0.7], [1.0, -0.3, -0.3], [0.3, 0.6, 0.7], [-0.6, 0.2, 0.5], [-0.4, -0.5, 0.7], [1.1, 0.0, -0.6], [0.1, 0.1, 0.1], [-0.3, 0.0, 0.1], [-0.1, -0.3, -0.1], [0.0, 1.0, -0.4], [0.1, -0.6, -0.5], [0.3, 0.3, 0.1], [-0.3, -1.3, 0.8], [0.4, 1.9, -0.7], [1.3, 0.2, -0.3], [-2.7, -0.6, 2.1], [2.8, 1.7, -0.4], [-0.2, -0.9, 0.4], [-1.9, -1.1, 0.6], [-1.6, -0.3, -3.2], [0.7, -0.1, -0.1], [0.1, -0.8, 0.8], [1.7, 1.0, -0.1], [-0.4, -0.6, -1.9], [-1.0, -0.4, 0.9], [0.8, -0.7, 0.3], [-0.7, 0.3, -0.1], [-1.0, 1.2, 0.1], [1.1, 0.3, 0.6], [0.2, -0.5, 0.5], [-0.8, 0.3, -0.5], [0.4, 0.6, 0.1], [0.6, 0.2, 0.4], [0.1, -0.9, -0.3], [-0.6, -0.4, 1.0], [0.8, 0.5, -0.5], [-0.1, 0.4, -0.1], [-0.4, -0.5, -0.3], [0.4, -0.2, 0.0], [-0.4, -0.3, 0.1], [0.8, 0.1, 0.1], [-0.1, 0.3, 0.2], [-0.5, -0.4, 0.6], [0.3, 0.2, 3.7], [-1.5, 1.0, -3.1], [1.3, -1.9, -1.7], [-0.5, -0.4, 1.1], [-0.8, 0.7, -0.2], [0.9, 0.8, -0.3], [-0.5, -0.2, -0.6], [0.9, -0.1, 0.4], [-0.3, 0.7, 1.0], [0.5, -0.6, 0.0], [-0.1, -0.1, 0.3], [-0.2, -0.1, -0.5], [-0.3, -2.4, -0.8], [-2.6, 4.0, 1.5], [2.6, -0.7, -0.5], [-0.9, -2.5, -2.1], [-2.5, -0.6, 0.7], [2.2, 0.5, 0.7], [0.5, 0.9, 0.8], [0.4, 0.7, -0.3], [0.2, 0.0, 0.6], [1.2, 0.1, -1.2], [-0.7, -0.1, -0.1], [0.0, 0.1, 0.6], [-0.4, -0.3, 0.9], [1.1, 1.1, -1.6], [-0.8, -0.9, 0.8], [1.5, -0.4, -1.6], [-1.2, -1.1, -1.7], [0.5, 0.3, 2.2], [0.0, 0.1, 0.1], [-0.5, 0.2, -0.7], [0.5, 0.2, 0.2], [-0.1, 0.4, 0.1], [0.2, 0.3, 0.3], [-0.8, 0.2, 1.0], [-0.1, -3.0, 4.2], [0.1, 1.6, -2.3], [0.0, 2.0, -1.3], [-2.0, -3.1, -0.4], [1.6, 1.0, 0.3], [0.7, 1.0, 0.7], [-1.0, 0.4, 0.6], [0.4, 0.6, -0.4], [-0.7, -0.3, -0.6], [0.9, 0.3, -1.0], [0.0, 0.0, 0.2], [0.1, -0.5, -0.3]], "mulliken_charge": [-1.344, 3.208, 0.017, -1.025, -0.894, 2.067, 0.627, -0.358, -1.596, -2.301, -1.902, 0.047, 0.309, -0.373, -0.386, 0.121, 0.766, 0.262, -0.307, 0.765, -0.073, 0.289, 0.433, 0.258, 0.387, 0.479, 0.129, 0.429, -0.148, 0.262, -1.605, 1.702, -0.546, -1.403, 0.585, 0.992, 0.443, -0.542, -1.491, -1.319, -1.776, 0.409, 0.163, 0.355, 0.561, -0.333, 0.476, 0.464, -0.544, 0.019, 0.262, 0.313, 0.405, 0.019, 0.166, 0.573, 0.414, 0.269, 0.439, 0.359, -1.771, 1.369, -0.727, -0.935, -1.017, 1.564, 0.830, -0.559, -1.794, -1.806, -1.877, 0.353, 0.370, 0.403, -0.310, 0.737, 0.498, 0.451, 0.513, 0.115, 0.442, 0.359, 0.274, 0.527, 0.335, 0.394, 0.004, 0.438, 0.505, 0.313, -2.023, 1.721, -0.490, 0.179, -0.764, 1.058, 0.431, -0.528, -1.571, -1.586, -1.879, 0.459, 0.644, 0.212, 0.378, -0.366, -0.153, 0.276, -0.038, 0.570, 0.443, 0.382, 0.148, 0.385, 0.430, 0.092, 0.491, 0.407, 0.315, 0.421, -2.021, 1.673, -1.294, -0.748, -1.203, 1.770, 0.348, -0.049, -1.718, -2.305, -1.500, 0.576, 0.440, 0.074, 0.418, 0.419, 0.422, 0.343, 0.443, 0.424, 0.329, 0.475, 0.288, 0.434, 0.393, 0.459, 0.376, 0.272, 0.309, 0.203, -0.603, 0.360, -0.404, 0.050, -0.056, -0.463, 0.087, 0.154, 0.086, 0.245, 0.308, 0.307, -0.647, 0.370, -0.340, 0.863, -0.140, -0.435, -0.646, 0.151, -0.257, 0.425, 0.271, 0.350, -0.583, 0.531, -0.269, -0.353, -0.492, -0.451, 0.137, 0.324, 0.292, 0.299, 0.260, 0.329, -0.615, 0.371, -0.241, 0.327, -0.718, -0.527, -0.469, 0.434, 0.384, 0.345, 0.296, 0.286]}